1.
Here is an isolated molecule of C22H24N2O3S from OMol25. Energies are from ωB97M-V/def2-TZVPD.

```
52
Properties=species:S:1:pos:R:3
C -3.53246 0.93473 3.62342
H -3.99693 0.09957 3.10408
H -3.69536 0.81390 4.69215
H -4.01908 1.85154 3.29841
C -2.03621 0.98901 3.31007
C -1.81157 1.16116 1.83456
C -1.71084 0.05458 1.00842
C -1.51290 0.20029 -0.36160
C -1.44808 1.47307 -0.91694
C -1.56663 2.57736 -0.09379
C -1.74037 2.42872 1.26955
H -1.81797 3.30037 1.90297
H -1.51334 3.56617 -0.52408
H -1.29185 1.58924 -1.97539
N -1.39686 -0.96722 -1.12418
C -0.80395 -1.09612 -2.33314
O -0.38599 -0.20345 -3.03312
C -0.78407 -2.54259 -2.82700
H -1.79534 -2.81242 -3.13980
H -0.11570 -2.62340 -3.68165
S -0.30661 -3.87027 -1.63038
O -1.08445 -3.60089 -0.40563
C 1.43920 -3.31109 -1.25258
C 1.44685 -2.15394 -0.34334
C 1.22389 -2.10690 1.00761
O 1.28868 -0.80598 1.37997
C 1.52871 -0.11238 0.24359
N 1.63477 -0.88091 -0.80086
C 1.60992 1.32775 0.25571
C 1.53268 2.04005 1.44952
C 1.57591 3.41976 1.43180
C 1.69233 4.11506 0.23465
C 1.77066 3.39320 -0.95364
C 1.72992 2.01592 -0.95166
H 1.76693 1.44939 -1.86801
H 1.85646 3.92467 -1.89043
C 1.74575 5.61194 0.21434
H 1.38718 6.02882 1.15223
H 2.77227 5.94692 0.06236
H 1.14401 6.00698 -0.60166
H 1.51278 3.96703 2.36176
H 1.43301 1.50695 2.38286
C 0.96525 -3.15467 2.02597
H 0.80555 -2.68497 2.99245
H 0.08212 -3.72893 1.75169
H 1.81177 -3.83762 2.09694
H 1.90913 -3.06720 -2.20055
H 1.91363 -4.18070 -0.79890
H -1.55891 -1.83345 -0.60689
H -1.76903 -0.94010 1.43058
H -1.58516 1.82390 3.85033
H -1.56343 0.06562 3.65079
```

Computed properties:
E_HOMO: -7.934 eV
Energy above the lowest of the compared OMol25 structures with the same formula, charge and spin: 0.000 eV
Lowest unoccupied orbital energy: 0.55 eV

2.
Here is a cluster of 7 separate species, C20H31Cl12O4P in total from OMol25. Energies are from ωB97M-V/def2-TZVPD.

```
68
Properties=species:S:1:pos:R:3
O -1.51076 -0.89818 -1.57864
C -1.34978 0.01015 -2.35054
C -0.11995 0.11015 -3.21572
C 0.05617 -1.06980 -4.12050
C -0.82933 -2.02241 -4.38457
C -0.43991 -3.13116 -5.29004
O -1.21230 -3.69119 -6.02886
C 1.00470 -3.51104 -5.22131
C 1.90735 -2.57189 -4.96801
P 3.67946 -2.86729 -4.75571
O 4.44501 -1.63937 -4.44765
C 1.38931 -1.16861 -4.81571
O 1.95141 -0.19688 -5.25500
H -2.12930 0.78234 -2.45219
H -0.07259 1.04464 -3.77383
H 0.73720 0.12022 -2.53458
H -1.82200 -2.05008 -3.95554
H 1.25901 -4.55428 -5.36358
H 4.09003 -3.54448 -5.91574
H 3.75802 -3.80264 -3.71878
Cl 6.01288 -1.57620 -7.44258
C 5.64658 0.02920 -6.75290
C 5.09023 0.97789 -7.77844
Cl 6.29812 1.44801 -9.00996
H 6.56262 0.41020 -6.30951
H 4.91491 -0.13988 -5.96323
H 4.76959 1.89231 -7.28334
H 4.24346 0.54177 -8.30144
Cl 1.77422 -3.25073 -0.28748
C 0.65584 -4.61872 -0.51500
C 1.35385 -5.81815 -1.10783
Cl 1.87043 -5.49278 -2.78746
H -0.15828 -4.27603 -1.14873
H 0.25686 -4.87909 0.46384
H 0.68018 -6.67203 -1.13635
H 2.24115 -6.08177 -0.53897
Cl -1.34648 4.88852 1.31028
C -2.29573 3.49025 0.73693
C -1.41810 2.36934 0.24772
Cl -0.55673 2.81155 -1.26320
H -2.96224 3.84048 -0.04679
H -2.89584 3.14302 1.57780
H -2.02732 1.49407 0.02425
H -0.65783 2.08850 0.96867
Cl 0.38119 -1.38549 3.41108
C 0.19941 -0.17914 4.71208
C -1.18671 0.40822 4.75201
Cl -1.52475 1.41257 3.31130
H 0.94859 0.59218 4.55421
H 0.40243 -0.68338 5.65515
H -1.28304 1.05019 5.62592
H -1.94797 -0.36709 4.79245
Cl -5.01678 2.08917 3.17768
C -4.41848 2.82342 4.69342
C -5.55599 3.05734 5.65476
Cl -6.66177 4.32994 5.07188
H -3.90964 3.75101 4.44293
H -3.69025 2.12259 5.09205
H -5.17418 3.39058 6.61776
H -6.13797 2.15054 5.79683
Cl -2.68830 2.58752 7.40882
C -1.75850 3.04262 8.86417
C -0.27676 3.02658 8.59040
Cl 0.32587 1.37432 8.28653
H -2.02880 2.34978 9.65611
H -2.07091 4.04617 9.14578
H 0.25889 3.41209 9.45569
H -0.02969 3.63031 7.72124
```

Computed properties:
E_HOMO: -9.849 eV
Energy above the lowest of the compared OMol25 structures with the same formula, charge and spin: 0.000 eV
Lowest unoccupied orbital energy: -1.23 eV
SMILES: O=CCC1=CC(=O)C=C([PH2]=O)C1=O.ClCCCl.ClCCCl.ClCCCl.ClCCCl.ClCCCl.ClCCCl

3.
Here is an isolated molecule of C2H5N3O2S from OMol25. Energies are from ωB97M-V/def2-TZVPD.

```
13
Properties=species:S:1:pos:R:3
N -0.57787 2.04979 2.24958
N -1.11605 2.07512 0.97582
C -0.76625 1.17919 -0.00503
O -1.11757 1.22130 -1.17584
S 0.60663 -0.19288 0.41295
C 0.11244 -1.07875 -1.07464
N 0.51916 -2.24513 -1.57699
O 1.55343 -2.94414 -0.84244
H -0.97005 1.29606 2.95443
H 0.44261 1.99943 2.23424
H -1.80947 2.82725 0.67375
H -0.69302 -0.43986 -1.59172
H 1.98325 -2.57513 0.20760
```

Computed properties:
E_HOMO: -9.195 eV
Energy above the lowest of the compared OMol25 structures with the same formula, charge and spin: 4.772 eV
Lowest unoccupied orbital energy: 0.07 eV
SMILES: NNC(=O)S/C=N\O

4.
Here is a structure of composition C15H14CaClN3O3S from OMol25. Energies are from ωB97M-V/def2-TZVPD.

```
38
Properties=species:S:1:pos:R:3
Ca 10.44867 5.35863 3.84826
N 13.01475 4.77607 4.31843
C 13.80766 5.98887 4.37223
C 15.20543 5.90364 4.24581
C 15.95838 7.08220 4.04366
C 15.33686 8.29670 4.08954
C 13.93352 8.36419 4.28006
C 13.25211 9.60221 4.45720
C 11.87058 9.72139 4.48779
C 11.17643 8.52188 4.31591
N 11.70478 7.31902 4.41826
C 13.10563 7.24378 4.39159
H 13.44860 3.93059 3.88861
H 12.55669 4.52989 5.17749
H 15.74147 4.94886 4.33105
H 16.98890 7.01077 3.74982
H 15.89240 9.24292 4.07285
H 13.86619 10.51400 4.45015
H 11.35231 10.65696 4.48564
H 10.07738 8.66142 4.07090
N 8.06189 4.64613 3.68626
C 7.47078 5.89957 3.81552
C 6.28155 6.15838 3.17307
C 5.52448 7.27055 3.49661
C 5.94177 8.15901 4.43004
C 7.18963 7.95065 5.08007
C 7.86102 6.79528 4.80088
S 5.17514 9.73187 4.35931
O 3.76580 9.36096 4.46111
O 5.75083 9.97043 3.05469
O 5.66945 10.48761 5.46890
H 7.69069 4.24223 2.85324
H 8.02736 4.09527 4.58050
H 5.82137 5.43124 2.45703
H 4.49817 7.40711 3.07032
H 7.47506 8.67050 5.82745
H 8.82318 6.68660 5.39410
Cl 10.38666 4.14248 6.14980
```

Computed properties:
E_HOMO: -7.901 eV
Lowest unoccupied orbital energy: -1.66 eV

5.
Here is a structure of composition C24H48AlFKO22P from OMol25. Energies are from ωB97M-V/def2-TZVPD.

```
98
Properties=species:S:1:pos:R:3
Al 0.12864 -2.31303 2.73116
K 0.98350 1.95635 3.12262
P 1.00450 -0.41886 5.21651
O 0.79650 -1.91546 5.45660
O 1.59498 0.46175 6.33804
O -0.30237 0.03976 4.43241
O 1.94331 -0.51413 3.97713
F -0.03151 -0.06276 0.79049
C -3.39060 1.26092 1.15411
C -3.39930 0.50223 2.51983
O -4.31729 -0.58984 2.47238
C -4.06230 -1.80862 2.33506
O -2.94698 -2.23237 2.07852
O -5.14781 -2.51717 2.49102
C -5.14387 -3.92213 2.66264
H -2.95733 0.55162 0.44892
H -2.65729 2.06317 1.07196
H -4.39764 1.60695 0.92126
H -3.82952 1.24890 3.18727
H -2.44957 0.23471 2.98301
H -4.81427 -4.67148 1.94296
H -6.17604 -4.23873 2.81262
H -4.57560 -4.17033 3.55906
C -2.07884 5.40572 0.89996
C -2.62946 5.39822 2.29700
O -2.21890 4.28457 3.07972
C -2.51365 4.13748 4.34246
O -3.23879 4.83992 4.99683
O -1.91724 3.00275 4.80647
C -2.30975 2.38015 5.99659
H -2.58981 6.13195 0.26782
H -2.16993 4.37727 0.55054
H -0.99814 5.54773 0.90361
H -3.70907 5.29383 2.18912
H -2.35613 6.33576 2.78116
H -3.16846 1.74610 5.77591
H -2.35237 3.04763 6.85726
H -1.52444 1.64471 6.17136
C 2.58611 -0.68697 -3.37222
C 2.20424 -1.37526 -1.99811
O 1.71062 -2.69065 -2.25273
C 1.22178 -3.54871 -1.39504
O 0.91547 -3.29695 -0.26984
O 1.13860 -4.79557 -1.98297
C 0.47119 -5.91117 -1.33865
H 1.64875 -0.20699 -3.65343
H 2.85052 -1.37594 -4.17441
H 3.35515 0.08548 -3.37153
H 1.43943 -0.67455 -1.66320
H 3.07201 -1.49945 -1.35029
H -0.55791 -5.68579 -1.05893
H 0.86592 -6.12932 -0.34633
H 0.46530 -6.80149 -1.96747
C -2.52849 -2.38742 -1.38761
C -1.84873 -1.54635 -2.43988
O -2.72359 -1.15842 -3.53566
C -2.21724 -0.84919 -4.72094
O -0.99912 -0.85709 -5.05256
O -3.24506 -0.33204 -5.41540
C -2.99514 0.23532 -6.72588
H -1.88111 -2.56612 -0.52908
H -2.84773 -3.34798 -1.79198
H -3.41919 -1.88193 -1.01449
H -0.96062 -2.07154 -2.79137
H -1.48457 -0.66499 -1.91198
H -3.97356 0.62183 -7.01121
H -2.78284 -0.46494 -7.53375
H -2.35282 1.11528 -6.69137
C 4.23534 5.06208 -4.17619
C 4.02641 4.18821 -2.91930
O 2.89313 4.45625 -2.23203
C 2.33254 3.53258 -1.57600
O 2.89484 2.52522 -1.12124
O 1.03730 3.81595 -1.52007
C 0.02057 2.85730 -1.23679
H 3.32859 4.96088 -4.77257
H 5.02397 4.77742 -4.87271
H 4.35828 6.10808 -3.89534
H 4.80802 4.19647 -2.15962
H 3.90836 3.18018 -3.31685
H -0.09913 2.88101 -0.15365
H 0.26600 1.82505 -1.48641
H -0.99011 3.10971 -1.55759
C 4.72618 -4.99668 -0.76673
C 4.52688 -4.46342 0.65923
O 4.82897 -3.07239 0.52782
C 4.06044 -2.13776 1.16458
O 3.02240 -2.32533 1.75642
O 4.60130 -0.95724 0.86530
C 4.09536 0.26603 1.36895
H 5.72694 -4.67715 -1.05738
H 3.94784 -4.65493 -1.44900
H 4.61652 -6.08048 -0.80468
H 5.15815 -4.98855 1.37604
H 3.47548 -4.56980 0.92636
H 4.49861 0.43334 2.36770
H 3.00564 0.24961 1.38746
H 4.46072 1.12175 0.80118
```

Computed properties:
E_HOMO: -8.945 eV
Lowest unoccupied orbital energy: -4.63 eV

For the records above, the corresponding F_max values read 1.449; 0.989; 5.277; 3.034; 4.854 eV/Å.
For the records above, the corresponding frontier orbital gap values read 8.5; 8.6; 9.3; 6.2; 4.3 eV.